Below is an isolated molecule of C5H7N in a non-equilibrium geometry, with properties calculated with ωB97M-V/def2-TZVPD.

As for the energy above the lowest of the compared OMol25 structures with the same formula, charge and spin: 329.7 kJ/mol. Its largest force on an atom is 5.27 eV Å⁻¹. As for the HOMO-LUMO gap: 10.76 eV. The calculation puts the molar mass at 81.12 g/mol. As for the SMILES: C=N[C@H]1C=CC1. Its LUMO energy is 1.22 eV.

Structure (XYZ):
```
13
Properties=species:S:1:pos:R:3:forces:R:3:lowdin_charge:R:1
C -0.23824 -0.60826 1.80129 1.2 0.2 0.7 -0.143
C -0.86582 -1.26913 0.84309 -1.0 0.2 -2.2 -0.058
C -0.03689 0.10785 -2.46760 3.2 -2.5 2.1 -0.026
C 0.34871 0.52933 0.96611 -0.6 0.1 -0.6 -0.096
C -0.61233 -0.20005 -0.27319 4.1 -1.6 2.9 -0.295
N 0.24415 -0.54756 -1.39003 -0.5 1.0 -1.0 0.000
H 0.01140 -0.78489 2.85843 -0.5 -0.2 -0.5 0.095
H -1.49621 -2.17166 0.63577 0.8 0.8 0.9 0.108
H 0.72653 0.09914 -3.23245 -0.3 -0.2 -0.5 0.066
H -0.84964 0.71943 -2.49755 -2.4 1.9 -0.5 0.033
H 0.01297 1.59465 1.32215 0.9 -1.9 -0.9 0.111
H 1.51455 0.40961 0.79270 -2.5 0.5 0.2 0.127
H -1.43980 0.31424 -0.57690 -2.4 1.7 -0.5 0.079
```
Forces are in eV/Å.

Below is C29H27ClMnN7 as an isolated structure in a non-equilibrium geometry, with properties calculated with ωB97M-V/def2-TZVPD.

Its largest force on an atom is 1.22 eV Å⁻¹. As for the HOMO-LUMO gap (alpha / beta): 5.06 / 5.52 eV. Its charge is +3. As for the spin multiplicity: 4. The calculation puts the molar mass at 563.98 g/mol. Its LUMO energy (alpha / beta) is -11.31 / -10.85 eV.

Structure (XYZ):
```
65
Properties=species:S:1:pos:R:3:forces:R:3:lowdin_charge:R:1
Mn -0.19131 0.99466 -0.73848 -0.4 0.1 -0.6 0.706
C -0.86015 2.03235 -3.50979 -0.2 -0.2 0.1 -0.115
C 0.35407 2.90585 -3.31072 0.1 0.1 -0.2 -0.114
C 1.54592 2.08443 -2.91722 -0.1 -0.2 0.0 -0.238
C 2.75551 2.26162 -3.56822 -0.1 0.0 0.0 0.041
C 3.82022 1.41816 -3.31421 0.1 0.0 0.0 0.031
C 3.64750 0.38071 -2.41087 -0.1 0.0 0.1 0.010
C 2.43510 0.25634 -1.77462 0.0 0.1 -0.1 -0.103
N 1.39496 1.08973 -2.00369 0.3 0.2 -0.1 0.000
N -1.48561 1.52994 -2.23856 -0.1 0.2 -0.2 -0.216
C -2.39255 2.56587 -1.66904 0.0 0.0 -0.2 -0.117
C -2.82072 2.06606 -0.32969 0.0 0.0 0.1 -0.263
C -3.99244 2.45599 0.28633 0.1 0.0 -0.1 0.050
C -4.30145 1.93636 1.53255 -0.1 0.0 0.1 0.033
C -3.43392 1.02743 2.11462 0.1 -0.1 0.0 0.018
C -2.28204 0.67355 1.44290 -0.3 0.2 -0.1 -0.054
N -1.97401 1.17123 0.23154 -0.2 0.1 0.4 -0.010
C -2.33276 0.34493 -2.57936 -0.1 0.1 -0.1 -0.074
C -1.56899 -0.91856 -2.39943 0.0 -0.2 0.0 -0.214
C -1.88957 -2.06587 -3.10360 0.0 0.2 0.1 0.044
C -1.18596 -3.22928 -2.85164 0.0 -0.1 -0.1 0.030
C -0.15841 -3.19896 -1.92164 0.1 0.1 0.1 0.013
C 0.12574 -2.01666 -1.27196 -0.2 0.1 -0.2 -0.083
N -0.58275 -0.88443 -1.47583 -0.1 -0.2 -0.3 0.038
H -1.64784 2.56898 -4.04499 0.1 0.0 0.0 0.154
H -0.60263 1.15115 -4.10066 0.1 0.1 0.0 0.149
H 0.57061 3.36873 -4.27498 0.0 0.0 0.0 0.146
H 0.17355 3.72730 -2.62063 0.0 0.0 0.1 0.097
H 2.84442 3.05614 -4.29658 0.0 0.0 0.0 0.143
H 4.76424 1.55680 -3.82415 0.0 0.0 0.0 0.143
H 4.44037 -0.31940 -2.19071 0.0 0.0 0.0 0.136
H 2.28578 -0.51837 -1.04299 0.0 0.0 0.0 0.093
H -1.85953 3.51346 -1.60261 -0.1 0.0 0.1 0.116
H -3.24292 2.69223 -2.34491 0.0 0.0 0.1 0.161
H -4.65535 3.15360 -0.20712 0.0 0.0 0.0 0.147
H -5.21141 2.23222 2.03811 0.0 0.0 0.0 0.144
H -3.63730 0.59805 3.08486 0.0 0.0 0.0 0.137
H -1.58889 -0.00804 1.88648 0.0 0.0 0.1 0.087
H -3.21155 0.33751 -1.93180 0.0 -0.1 0.0 0.151
H -2.68547 0.46015 -3.60613 0.0 -0.1 0.0 0.157
H -2.67674 -2.03855 -3.84489 0.0 0.0 0.0 0.145
H -1.41780 -4.13973 -3.38854 0.0 0.0 0.0 0.144
H 0.43775 -4.07590 -1.71093 0.0 0.0 0.0 0.137
H 0.95335 -1.96247 -0.59180 0.1 0.0 0.3 0.102
N 1.50253 -4.91742 7.92578 0.0 -0.1 0.1 0.217
C 1.50217 -4.21584 7.01871 0.0 0.1 -0.1 -0.150
C 1.50255 -3.33263 5.88372 0.0 0.0 0.1 -0.191
C 0.57637 -3.51596 4.85834 0.0 0.0 0.0 0.012
C 0.57635 -2.66859 3.76509 0.1 0.0 0.1 -0.004
C 1.50880 -1.64027 3.71486 0.0 0.2 -0.3 -0.155
C 2.43754 -1.44197 4.72303 -0.2 -0.2 0.1 0.017
C 2.42923 -2.29856 5.81430 0.1 0.1 -0.1 0.026
N 1.50643 -0.72525 2.57799 -0.2 -0.3 0.0 0.045
C 2.47116 0.21277 2.28114 0.0 0.1 -0.1 0.033
C 2.06559 0.85788 1.16607 0.0 0.1 0.0 -0.115
N 0.85458 0.31982 0.74353 0.4 -0.5 1.0 -0.099
C 0.56313 -0.63841 1.64304 0.2 -0.1 -0.1 -0.125
H -0.13685 -4.32605 4.91560 0.0 0.0 0.0 0.138
H -0.14182 -2.84818 2.97770 0.0 0.0 0.0 0.109
H 3.15492 -0.63736 4.69813 0.0 0.0 0.0 0.116
H 3.14407 -2.15826 6.61312 0.0 0.0 0.0 0.142
H 3.35104 0.34769 2.87989 0.1 0.0 0.0 0.142
H 2.54470 1.67073 0.65345 0.0 0.0 0.0 0.109
H -0.29261 -1.28322 1.62987 0.0 -0.1 -0.1 0.126
Cl 0.22110 3.00378 -0.08772 0.1 0.3 0.1 0.502
```
Forces are in eV/Å.

Below is C20H19IrN3O3 as an isolated structure in a non-equilibrium geometry, with properties calculated with ωB97M-V/def2-TZVPD.

As for the energy above the lowest of the compared OMol25 structures with the same formula, charge and spin: 0.0 kJ/mol. Its largest force on an atom is 1.15 eV Å⁻¹. As for the HOMO-LUMO gap (alpha / beta): 7.04 / 5.57 eV. Its charge is +2. As for the spin multiplicity: 2. The calculation puts the molar mass at 541.61 g/mol. Its LUMO energy (alpha / beta) is -7.32 / -9.29 eV.

Structure (XYZ):
```
46
Properties=species:S:1:pos:R:3:forces:R:3:lowdin_charge:R:1
Ir 0.91458 -1.32254 0.36607 0.3 -1.0 0.1 1.414
C 1.29723 -3.89206 -1.49603 -0.1 0.0 0.0 0.026
O 0.57335 -2.66542 -1.19852 -0.1 0.1 -0.1 -0.279
C -0.66701 -2.43139 -1.77480 0.0 -0.1 0.1 -0.194
C -1.17001 -3.19717 -2.80296 -0.1 0.0 -0.1 0.022
C -2.41939 -2.86903 -3.31979 0.0 0.0 0.0 -0.007
C -3.14817 -1.79258 -2.82379 0.0 0.0 0.0 -0.032
C -2.64166 -1.03160 -1.79248 0.0 0.0 0.0 0.022
C -1.39786 -1.35473 -1.25164 -0.1 0.1 0.0 -0.151
N -0.79750 -0.63568 -0.18554 -0.1 0.1 -0.3 -0.117
N -1.35276 0.43965 0.18224 0.0 0.1 0.3 0.130
C -0.83356 1.19741 1.20875 0.0 -0.1 -0.2 -0.054
C 0.26307 0.81477 2.12145 -0.4 -0.5 0.0 -0.251
O 0.88581 -0.30578 2.04073 0.4 1.0 -0.3 -0.119
C 0.59734 1.66118 3.20495 0.0 0.1 0.1 0.026
C -0.04824 2.83485 3.38083 -0.1 0.1 0.0 0.059
C -1.10442 3.26644 2.50419 0.1 0.0 0.1 -0.150
C -1.74565 4.47207 2.72058 -0.1 0.1 0.0 0.033
C -2.77803 4.88945 1.87606 0.0 0.0 0.1 0.007
C -3.16758 4.09273 0.80867 0.0 -0.1 -0.1 -0.020
C -2.54044 2.88339 0.57557 -0.1 0.1 0.0 0.036
C -1.49468 2.44120 1.41868 0.0 -0.1 0.0 -0.091
H 1.62840 -3.86956 -2.53104 0.0 0.0 0.0 0.115
H 0.64633 -4.74151 -1.30345 0.0 0.0 0.0 0.119
H 2.14186 -3.89933 -0.81628 0.0 0.0 0.0 0.094
H -0.61751 -4.03183 -3.20778 0.0 0.0 0.0 0.126
H -2.82610 -3.46666 -4.12452 0.0 0.0 0.0 0.130
H -4.11338 -1.55344 -3.24672 0.0 0.0 0.0 0.126
H -3.19521 -0.19667 -1.38929 0.0 0.0 0.0 0.118
H 1.38622 1.33249 3.86683 0.0 0.0 0.0 0.139
H 0.22775 3.48352 4.20400 0.0 0.0 0.0 0.142
H -1.44367 5.09392 3.55395 0.0 0.0 0.0 0.135
H -3.27331 5.83350 2.05899 0.0 0.0 0.0 0.130
H -3.96672 4.41587 0.15618 0.0 0.0 0.0 0.126
H -2.84890 2.27270 -0.25885 0.0 0.0 0.0 0.112
N 5.01627 -1.66054 0.50960 0.0 0.0 0.0 0.246
C 3.75854 -1.31700 0.32374 0.1 0.0 0.1 -0.477
O 2.83275 -1.99219 0.84722 -0.1 -0.2 -0.1 -0.105
C 3.39074 -0.09818 -0.45863 0.0 0.2 0.0 -0.134
C 1.97459 -0.25571 -1.01173 0.0 0.1 0.2 -0.183
H 5.23743 -2.45105 1.09779 0.0 0.0 0.0 0.149
H 5.77207 -1.13083 0.10790 0.0 0.0 0.0 0.142
H 4.11489 0.12206 -1.24513 0.0 0.0 0.0 0.136
H 3.43550 0.73344 0.25172 0.0 0.0 0.0 0.140
H 1.97953 -0.83131 -1.93907 0.0 0.0 0.0 0.082
H 1.51750 0.71317 -1.20865 0.0 0.0 0.0 0.082
```
Forces are in eV/Å.

Asked for E_tot across the records above, the calculation gives -6785.0956 -84760.7221 -34484.4511 eV in order.